{
  "formula": "C5H7N3",
  "method": "ωB97M-V/def2-TZVPD",
  "total_energy_ha": -358.79872,
  "spin_multiplicity": 1,
  "e_above_lowest_kj_mol": 576.7,
  "e_homo_ev": -8.92,
  "gap_ev": 8.74,
  "smiles": "C1=NN=C2CNC[C@@H]12",
  "elements": ["C", "N", "N", "C", "C", "N", "C", "C", "H", "H", "H", "H", "H", "H", "H"],
  "coordinates": [[2.14729, 0.46162, -0.25209], [1.84034, 1.67343, 0.29433], [0.75607, 1.56802, 1.06403], [0.17770, 0.29767, 0.87669], [-1.37249, 0.08769, 1.04293], [-1.50701, -0.74384, -0.25683], [-0.48469, -0.37251, -1.06790], [0.97324, -0.50189, -0.13169], [2.67429, 0.21296, -1.23368], [-1.71670, -0.45751, 1.98874], [-1.68768, 1.10066, 1.03708], [-1.99315, -1.66460, -0.03093], [-0.40286, -0.92814, -2.22197], [-0.42907, 0.74523, -1.39214], [1.02469, -1.47878, 0.28343]],
  "forces_ev_per_angstrom": [[-2.5534, 0.4644, -2.5885], [2.6735, -3.2963, -1.6910], [-3.5620, -4.0413, 0.1818], [1.5681, 4.1563, 1.1638], [2.8715, -2.3201, -0.3232], [-3.7692, -0.0568, 3.7858], [3.5601, 0.0398, -5.3872], [-1.9786, 2.7024, 2.1846], [0.5144, 1.2955, 1.8983], [0.5150, 0.6310, -1.5231], [-1.2645, 0.6865, -0.3732], [1.7273, 1.6488, -1.4114], [-0.2620, 1.0706, 3.7053], [-0.6122, -1.7203, 0.7714], [0.5721, -1.2605, -0.3933]]
}